No. 1
Density functional theory data (the ωB97M-V functional and the def2-TZVPD basis) for one molecule with the formula C3H8N2O.

Values from the calculation:
SMILES = NCNCC=O
total charge = 0

Each line ends with the Löwdin charge.
Geometry (Å):
O  -0.587  -2.544  -1.650  0.0703
C  -0.518  -1.836  -0.696  -0.2920
C  0.380  -0.665  -0.452  -0.2518
N  -0.016  0.152  0.698  -0.0764
C  0.371  1.606  0.456  -0.3118
N  0.279  2.630  1.472  0.0052
H  -1.240  -1.938  0.165  0.1227
H  1.457  -1.008  -0.459  0.1428
H  0.374  -0.236  -1.469  0.1177
H  -1.051  -0.049  0.782  0.1051
H  -0.028  1.793  -0.618  0.1282
H  1.416  1.511  0.260  0.0909
H  1.132  3.093  1.847  0.0913
H  -0.601  3.083  1.652  0.0576

---

No. 2
Density functional theory data (the ωB97M-V functional and the def2-TZVPD basis) for C20H23ClN7Pd as an isolated structure.

Values from the calculation:
total charge = +3

Each line ends with the Löwdin charge.
Geometry (Å):
Pd  -0.458  -0.051  1.059  0.9193
C  -0.318  3.292  0.772  -0.0746
N  0.246  2.300  1.702  -0.0519
C  1.713  2.219  1.698  -0.0945
C  2.148  1.506  0.457  -0.2807
N  1.444  0.488  -0.029  0.0987
C  2.050  0.098  -1.186  -0.2143
C  1.701  -0.896  -2.112  0.0003
C  2.518  -1.054  -3.214  -0.0413
C  3.659  -0.265  -3.391  -0.0216
C  4.016  0.738  -2.484  0.0329
C  3.190  0.915  -1.387  -0.1566
N  3.202  1.796  -0.322  0.2171
C  -1.312  2.677  -0.171  -0.2647
N  -1.438  1.366  -0.351  0.0761
C  -2.421  1.178  -1.279  -0.2317
C  -2.953  0.000  -1.822  -0.0257
C  -3.974  0.129  -2.744  -0.0403
C  -4.448  1.385  -3.135  -0.0185
C  -3.921  2.570  -2.610  0.0357
C  -2.905  2.446  -1.677  -0.1575
N  -2.167  3.360  -0.950  0.2127
H  0.487  3.747  0.178  0.1519
H  -0.803  4.109  1.319  0.1537
H  -0.085  2.477  2.650  0.1354
H  2.029  1.640  2.577  0.1495
H  2.183  3.211  1.772  0.1523
H  0.815  -1.498  -1.955  0.1093
H  2.278  -1.801  -3.956  0.1242
H  4.286  -0.431  -4.253  0.1266
H  4.896  1.342  -2.643  0.1306
H  3.904  2.505  -0.155  0.1976
H  -2.559  -0.965  -1.531  0.0990
H  -4.414  -0.759  -3.173  0.1251
H  -5.242  1.448  -3.864  0.1277
H  -4.300  3.533  -2.915  0.1314
H  -2.278  4.364  -0.993  0.1982
Cl  -2.729  -1.001  1.610  0.8041
C  -2.210  0.319  2.607  -0.3131
H  -2.038  0.013  3.634  0.0627
H  -2.850  1.187  2.479  0.0615
C  1.926  -5.038  2.223  0.0045
N  0.775  -4.236  2.559  -0.1757
C  -0.154  -4.766  3.529  0.0023
C  0.592  -3.069  2.061  -0.2322
N  0.426  -2.000  1.628  0.0908
H  1.599  -5.999  1.815  0.1146
H  2.512  -5.250  3.123  0.1151
H  2.553  -4.531  1.493  0.1069
H  -0.534  -5.734  3.194  0.1148
H  -0.989  -4.086  3.679  0.0965
H  0.351  -4.929  4.486  0.1156

---

No. 3
Density functional theory data (the ωB97M-V functional and the def2-TZVPD basis) for a 2-piece molecular cluster, C6H16N3O overall.

Values from the calculation:
total charge = +1

Each line ends with the Löwdin charge.
Geometry (Å):
C  -0.856  -0.383  -0.037  -0.1228
C  -0.678  3.016  0.962  -0.0042
C  1.951  -0.231  0.836  -0.0734
C  -0.798  1.507  1.545  -0.1385
C  1.186  0.786  0.116  -0.1969
C  -0.109  -2.308  -1.642  -0.2476
N  0.167  -1.652  -2.793  0.1546
N  -0.291  0.665  0.515  -0.1385
N  -1.010  -3.190  -1.467  0.2054
O  -2.119  -0.590  0.391  0.0692
H  -1.596  3.218  0.577  0.0370
H  -0.416  3.761  1.730  0.0944
H  0.004  2.950  0.181  0.0280
H  3.002  -0.118  0.611  0.0889
H  1.739  -0.179  1.865  0.0720
H  1.644  -1.274  0.477  0.0827
H  -0.206  1.419  2.443  0.1183
H  -1.757  1.173  1.802  0.0953
H  1.387  1.846  0.321  0.1135
H  1.263  0.668  -0.955  0.1044
H  0.630  -2.179  -0.875  0.1019
H  0.930  -0.998  -2.900  0.1140
H  -0.328  -1.522  -3.707  0.1575
H  -1.857  -3.120  -2.007  0.1539
H  -2.536  -1.295  0.029  0.0261
H  -0.921  -3.787  -0.736  0.1046

---

Number 1: electronic energy -303.7938 Eh. Number 2: electronic energy -1746.2079 Eh. Number 3: electronic energy -477.3964 Eh.